This record from the OMol25 dataset describes a single C11H13BO3 molecule at a distorted geometry. The level of theory is ωB97M-V/def2-TZVPD.

Last column: Mulliken charge in e.
CARTESIAN COORDINATES (ANGSTROEM)
H  -0.937  2.955  -1.918  0.35
H  -0.359  -2.848  0.319  0.20
C  -0.189  -2.212  -0.660  -0.33
H  1.935  -2.225  -0.471  0.42
C  -0.717  2.828  -0.899  -0.71
H  1.392  -1.123  -1.646  0.42
C  -1.250  -1.292  -1.114  -0.27
H  -0.297  -2.899  -1.529  0.29
C  0.472  0.731  0.566  0.31
H  -0.976  3.772  -0.350  0.24
H  -3.230  0.189  -0.537  0.37
C  1.943  1.524  2.312  -0.56
C  0.810  1.634  1.631  -0.67
H  3.114  -1.481  1.075  0.26
H  -4.095  -2.953  -2.090  0.29
C  2.454  -0.603  1.186  -0.62
H  0.215  2.503  1.842  0.37
C  2.795  0.366  2.161  -0.71
O  -3.164  -2.723  -1.843  -0.60
B  -2.771  -1.485  -1.284  0.65
H  3.735  0.421  2.734  0.31
H  0.338  2.580  -0.818  0.35
C  1.354  -0.365  0.376  0.57
C  -0.854  0.754  0.143  0.67
O  -1.481  1.637  -0.497  -0.37
C  1.205  -1.493  -0.640  -0.99
O  -3.695  -0.501  -1.050  -0.65
H  2.250  2.311  3.001  0.38

Calculated values
frontier orbital gap (spin up / spin down)	6.40 / 6.76	eV
maximum force	5.30	eV Å⁻¹
total charge	0